(1)
A structure of composition C29H34BInO7. Source: the OMol25 dataset; level of theory: the ωB97M-V functional and the def2-TZVPD basis.

```
72
Properties=species:S:1:pos:R:3:forces:R:3:lowdin_charge:R:1
O 1.745173 -0.424507 -9.060219 0.4 0.1 0.1 -0.025
H 3.816922 -0.180117 -9.107010 -0.2 -0.1 -0.1 0.098
H -0.221682 -1.834643 -5.823314 0.1 0.5 0.2 0.136
H 1.152833 5.529316 3.274721 0.0 0.1 0.1 0.112
H 1.386735 -1.868868 -1.457565 0.0 0.1 0.2 0.064
C 2.194040 -0.352557 1.429561 0.1 -0.1 -0.9 -0.196
H 1.077986 4.762411 5.657842 0.0 -0.1 0.0 0.085
C 2.199390 0.123770 -0.828065 -0.6 -0.3 0.3 -0.230
O -1.176643 -0.394888 -9.163108 0.6 -0.8 1.2 0.090
C -0.964507 -2.881889 -9.425272 0.0 -0.2 0.1 -0.046
C -0.530513 -0.952096 -8.284034 -1.4 1.0 -0.9 -0.425
C 0.285870 -0.227224 -7.212847 -0.2 -1.0 -0.7 -0.259
H -1.971487 -0.281459 -5.647597 0.2 0.2 0.3 0.135
H -0.747570 -1.000820 -3.366163 -0.8 -0.1 -0.7 0.124
O 0.344573 3.903711 1.260404 -0.7 -0.9 -0.9 0.122
H 2.869173 1.644563 0.676361 0.0 -0.2 0.0 0.065
O 2.644018 -0.832343 -7.013049 -2.6 0.9 -2.2 0.096
H -2.311443 3.219716 -4.449195 0.4 0.1 -0.2 0.080
C 0.376728 3.684481 2.587079 0.2 0.1 0.7 -0.245
B -0.173083 2.682472 0.766131 0.5 -1.5 0.9 -0.578
C -1.040182 0.137736 -5.214606 -0.7 -0.2 0.0 -0.178
H 1.485484 1.712254 -4.793559 -0.2 0.2 -0.2 0.089
C 1.666684 -0.515431 -7.727811 3.0 -0.8 2.7 -0.403
C -0.068171 2.409444 2.905994 0.1 -0.2 0.0 -0.239
H 0.974552 -0.672681 -5.211250 -0.1 0.0 -0.2 0.133
In -0.577399 2.003334 -1.240858 -0.3 0.8 0.3 0.932
H 0.286004 2.475813 6.211834 0.1 0.1 -0.1 0.089
H -2.353767 -0.122225 -3.493539 0.4 -0.4 -0.3 0.107
C 1.716425 -1.496765 0.729656 0.5 0.4 -0.3 -0.206
H -0.955671 4.052423 -3.666403 0.0 -0.3 -0.4 0.033
H 1.417706 -2.438809 1.187021 0.0 0.2 -0.1 0.064
O -0.402670 -2.290780 -8.246809 -0.1 0.3 -0.3 -0.018
C -1.254828 -0.050994 -3.655626 -0.4 -0.6 0.6 -0.278
H 1.601609 3.333530 -5.531922 0.3 -0.1 0.3 0.079
H -0.474928 -2.454532 -10.308320 -0.2 -0.2 0.1 0.097
C -0.054440 1.261586 -7.226365 -0.2 -0.1 0.0 -0.043
C 0.047510 -0.763139 -5.792409 0.6 0.1 0.1 -0.069
C -1.432008 -1.952962 0.124693 -1.1 0.8 0.0 -0.191
C -0.375677 2.710427 -5.294173 -0.4 -0.3 1.8 -0.327
H -0.646464 1.486499 -8.112493 0.3 0.1 -0.1 0.116
C -2.236703 -0.192222 1.370059 -0.1 -1.1 -0.6 -0.215
H -0.450733 0.930087 4.355216 0.0 -0.1 0.1 0.126
H 2.972301 -0.583443 -10.639866 0.0 0.0 0.0 0.088
C -0.106687 1.937776 4.178442 0.0 0.0 0.8 0.015
H 0.869608 1.855461 -7.247176 -0.3 -0.1 0.2 0.126
C -2.294516 -1.183303 -0.707867 0.4 -0.3 0.7 -0.210
O -0.405895 1.731936 1.805841 0.3 1.9 -1.1 0.090
C 0.313989 2.815120 5.180345 -0.1 -0.2 0.2 -0.108
C -1.309399 3.648839 -4.637961 -0.5 0.8 -0.2 -0.111
C 2.485086 0.645528 0.463796 0.0 -0.1 0.3 -0.234
H -1.941767 1.824678 -6.264028 0.3 -0.3 -0.1 0.139
H -0.860834 -1.690389 2.279992 0.1 0.0 -0.1 0.059
H 2.349537 0.633061 -1.776625 0.0 0.0 0.1 0.051
H 3.222879 -1.834867 -9.384668 0.0 0.2 0.0 0.101
C 0.755661 4.090429 4.866986 0.2 0.3 0.3 -0.122
C 1.703543 -1.205845 -0.655767 0.5 0.5 0.4 -0.192
H -1.434163 4.505706 -5.332888 -0.3 0.1 0.4 0.075
C -0.918780 1.530696 -5.966670 -0.3 -0.1 -0.2 -0.224
C 1.016438 2.707422 -4.830407 1.2 0.3 0.0 -0.080
H 1.161568 3.139730 -3.821363 -0.3 -0.1 -0.4 0.063
C -1.408516 -1.344994 1.414147 -1.0 0.5 -0.6 -0.191
H -2.567814 -1.412806 -1.732291 0.2 0.1 0.1 0.047
C 3.024311 -0.774533 -9.572270 0.3 -0.1 -0.2 -0.045
C 0.800341 4.544306 3.545985 0.2 0.4 0.6 -0.015
H 2.333973 -0.259596 2.501047 -0.1 0.0 0.0 0.056
C -2.771755 -0.069700 0.049178 0.8 -0.5 0.4 -0.233
H -0.759630 -3.945418 -9.335976 -0.1 0.0 0.0 0.090
H -2.040585 -2.680566 -9.477153 0.3 -0.1 0.0 0.097
H -2.469359 0.457091 2.200337 0.1 0.1 0.0 0.059
H -0.890632 -2.840092 -0.175836 0.0 0.0 0.0 0.059
H -3.426511 0.710517 -0.297143 -0.4 0.1 -0.1 0.042
O -0.783838 0.803430 -2.695130 0.7 0.1 -2.4 -0.395
```
Positions in Å, forces in eV/Å.

Results
E_HOMO (spin up / spin down) in eV: 0.39 / -0.04
2S+1: 1
Electronic energy in eV: -50802.1821
Charge: -2
Gap between HOMO and LUMO (spin up / spin down) in eV: 3.211 / 3.633

***

(2)
A cluster of 4 separate species, C46H82F7NO7S2 in total. Source: the OMol25 dataset; level of theory: the ωB97M-V functional and the def2-TZVPD basis.

```
145
Properties=species:S:1:pos:R:3:forces:R:3:lowdin_charge:R:1
H -2.879807 1.428595 2.541982 -0.1 0.0 0.0 0.053
H -0.843650 -6.947989 -7.867097 0.3 1.0 0.7 0.072
F 5.252307 0.828885 -1.309255 -1.5 0.6 1.5 0.082
H 2.266952 -6.844698 -1.709767 0.1 0.3 -0.3 0.054
H -0.377926 2.364836 8.023100 0.1 0.0 0.0 0.103
H -0.470904 -4.178084 -10.441948 -0.4 -1.0 0.7 0.072
C 0.221359 1.527217 7.650470 -0.2 0.0 -0.1 -0.269
C 2.488182 -5.412877 3.347372 -0.6 0.7 -0.5 0.012
H -0.079501 -5.924852 -10.058946 -0.9 0.8 0.1 0.071
H 0.727429 0.442737 4.359764 0.0 -0.1 0.0 0.098
H -1.841242 5.646614 -4.077980 0.0 0.0 0.0 0.110
F 3.736436 3.164207 1.027158 2.0 -1.5 -1.1 0.142
H 3.856637 -4.789648 1.073698 -0.2 1.4 -0.3 0.093
C 1.893920 -1.967708 -0.095048 2.0 -1.1 -3.0 -0.236
N 2.733327 -6.241104 -2.395093 0.9 0.1 0.7 -0.021
H -5.769071 0.815723 3.718048 0.1 0.0 0.0 0.110
C -3.780644 1.082109 4.493528 -0.1 -0.1 -0.1 -0.264
H 0.329195 7.026996 -4.380817 0.0 0.0 0.0 0.075
H 0.112896 7.813650 -2.807140 0.0 0.0 0.0 0.065
H -0.830554 -0.139575 -1.705602 1.2 -1.0 0.7 0.122
H -5.686654 1.836669 5.133178 0.0 0.0 0.0 0.100
H -1.747561 2.321718 0.657967 -0.5 -1.0 -1.0 0.119
H -3.377142 3.807276 3.890457 0.0 0.0 0.0 0.099
F 3.089125 1.331009 -1.110382 1.4 -0.5 1.5 0.106
O -1.377821 -3.683561 2.106873 1.9 0.5 -2.2 -0.306
C -0.716291 -5.982914 -7.303098 -0.3 1.2 -0.7 -0.072
C -3.036922 0.612201 3.250454 0.2 0.0 0.2 -0.099
C -4.967475 4.596009 5.113818 0.2 0.1 0.0 -0.113
H -2.054777 0.218427 3.524793 0.0 0.0 -0.1 0.061
H 0.473494 -3.457994 -4.512508 0.5 1.3 0.1 0.125
H -4.499570 4.848647 3.040472 0.0 -0.1 0.0 0.097
F 4.599925 3.444398 -0.978247 0.1 -1.5 1.7 0.102
H 2.866867 -3.164645 -4.581313 -0.3 1.2 -0.7 0.058
C 4.655375 2.612924 0.154793 -0.2 2.5 -1.0 -0.396
C -0.131744 5.648872 -2.772470 -0.1 0.0 -0.1 -0.273
C 1.909853 -4.127283 3.028280 -0.2 0.0 0.3 -0.112
H 2.805052 -1.412187 -5.266273 -0.6 -1.0 0.0 0.087
C 0.199834 -2.350996 -2.176841 -0.1 -0.2 -0.3 -0.095
C 0.806106 -2.387475 -4.705304 0.1 0.9 -1.3 -0.317
C 1.996661 -4.669940 -0.598039 0.0 -0.7 0.3 -0.149
H 0.616418 -3.367565 -2.383121 -0.1 0.9 0.7 0.090
H 2.182453 -5.614397 0.023546 -0.2 1.4 -0.5 0.123
H 4.090219 -3.151555 1.782341 -0.6 -0.2 -0.8 0.090
H -0.981114 1.299371 5.880967 0.0 0.0 0.0 0.092
C 0.430598 -1.778927 -0.694820 -1.8 1.2 -1.6 -0.332
H 0.664293 0.482205 -0.950284 -0.9 -1.1 0.5 0.120
C 3.039329 1.757589 5.169587 0.1 0.0 0.1 -0.103
C -2.745339 5.485122 -0.077510 0.1 0.0 0.2 -0.108
H -4.390593 5.471895 5.420574 -0.1 0.0 0.0 0.069
H -2.624464 5.589728 1.003811 -0.1 -0.1 0.0 0.067
H 0.771839 -4.968399 1.442766 0.5 1.4 -0.2 0.143
O -4.245286 1.031038 -0.237586 1.4 0.1 -0.3 0.072
H -2.854543 7.597356 -0.403332 0.1 0.0 0.0 0.105
O -0.174277 -1.740467 2.585629 1.6 -0.1 -2.6 -0.275
H 3.586438 -5.564852 3.135811 -0.8 0.6 2.3 0.064
H 4.061194 -4.788470 -1.610909 -1.2 0.6 0.1 0.115
C -1.752251 1.571478 -0.194583 0.4 -0.3 0.5 -0.085
C -2.449878 6.687261 -2.302545 0.1 0.1 0.0 -0.226
O -3.196826 1.787122 -2.110294 -0.2 -0.8 1.5 0.060
H 4.117682 1.754735 5.348301 0.0 0.1 0.0 0.071
H 0.892208 -4.767566 -0.861624 1.5 0.3 -0.1 0.137
O 1.735036 0.516851 1.322317 0.6 -1.0 -2.7 -0.270
S -0.253475 -2.842022 1.622982 -4.6 -1.6 4.9 0.708
C 0.596749 -1.447075 -3.417436 -1.3 -0.2 -0.8 -0.147
C 3.743082 -3.676984 0.858681 0.6 -0.7 0.2 -0.058
H 4.597600 -1.866200 -2.843450 -1.7 0.6 0.6 0.112
H -0.721053 0.378540 1.321835 -0.5 -0.9 -0.8 0.084
C -1.187650 -2.991060 -6.393529 0.0 0.3 -1.6 -0.172
C 2.303522 -2.418823 -5.235881 -0.4 -1.6 0.4 -0.091
H -2.008099 4.608103 -2.683276 0.0 0.0 0.0 0.092
H 2.875730 1.858699 4.093292 0.0 0.0 0.0 0.066
C 2.962212 -4.856284 -1.821648 -1.4 -0.4 -1.1 -0.248
C 0.505646 6.925809 -3.306870 0.2 -0.1 0.1 -0.114
C -0.239105 0.253858 8.348096 0.1 0.0 0.2 -0.113
H 0.355528 -0.610482 8.044461 -0.1 0.0 0.0 0.065
H -0.648957 -0.941200 -5.750067 0.7 -0.9 0.0 0.103
H -2.225127 -2.525805 -6.409903 1.2 -0.5 0.2 0.112
H 1.851320 -6.218464 3.820204 0.5 0.1 -2.4 0.077
H -0.836889 -2.628804 -8.677212 -0.4 -1.0 1.0 0.113
O 2.712520 -1.212110 2.485521 0.7 -1.3 -3.0 -0.290
C 1.218798 -3.936622 1.645260 -0.7 -0.5 0.9 -0.262
C -5.224853 2.844750 3.279887 0.1 0.0 -0.1 -0.224
H 2.898538 -0.378799 5.193411 0.0 0.0 0.0 0.093
C -0.147803 -0.301229 -0.805825 -0.9 1.1 0.5 -0.106
C -0.810102 -5.087472 -9.859501 0.5 0.4 0.7 -0.089
C -2.275700 6.749251 -0.783854 -0.1 0.0 -0.1 -0.267
H 0.329325 4.791850 -3.273855 0.0 0.0 0.1 0.103
C -0.930713 -3.446720 -7.899141 -0.1 -1.2 0.6 -0.104
H -6.272172 3.135298 3.139162 0.0 0.0 0.0 0.110
H -3.589975 -0.183383 2.744570 0.0 0.1 0.0 0.087
C 2.416416 0.468542 5.691104 -0.1 0.0 -0.1 -0.261
H 1.585834 6.905322 -3.143040 0.0 0.1 -0.1 0.068
C 2.226408 -3.475060 0.438003 0.7 -1.4 0.6 -0.323
H -4.891159 3.855630 5.913144 0.0 0.0 0.0 0.066
C -3.127985 1.456595 -0.933078 0.2 1.1 -1.1 -0.466
H 1.257633 1.747147 7.926489 0.0 0.0 0.0 0.098
C -1.190312 0.139455 0.338567 0.1 2.0 -1.0 -0.141
H -0.322144 -0.825058 -3.676119 1.2 -0.6 0.5 0.105
H -1.239095 -3.891486 -5.721050 0.2 1.0 -0.6 0.088
H -4.852312 2.579816 2.284913 0.0 0.0 0.0 0.090
H -2.187658 7.662234 -2.725970 0.0 0.0 0.0 0.099
S 2.522813 -0.703996 1.106582 -1.6 2.5 6.8 0.840
H 0.326348 2.446980 5.712218 0.0 0.0 0.0 0.103
C -1.643074 5.589893 -3.001561 0.0 -0.2 0.1 -0.224
C 3.671405 -1.705964 -2.235259 1.2 -0.6 0.9 0.136
H -1.288517 0.045257 8.125047 0.0 0.0 0.0 0.074
C 0.909479 0.385637 5.439021 0.0 -0.1 0.0 -0.221
F 5.951244 2.705736 0.598330 -2.5 -0.5 -0.2 0.150
H 1.929619 -3.303572 3.806233 1.5 0.0 -2.0 0.127
H -2.104804 -0.510985 0.375476 1.3 0.2 0.3 0.123
C -0.102102 -1.905079 -5.953449 -0.3 -0.3 -0.1 -0.166
H 0.555902 -0.603204 5.748321 0.0 0.0 0.0 0.104
C 2.925901 -1.749468 -1.279221 -1.2 -0.3 0.5 -0.096
O -0.608633 -2.503757 0.075971 2.2 -0.3 1.1 -0.209
H -4.989718 0.912613 -0.860791 0.6 0.3 0.1 0.128
H 4.490566 -3.466875 0.039378 -1.1 0.1 0.7 0.086
C 0.073487 1.466430 6.128788 0.1 0.1 0.0 -0.220
H 3.670560 -6.660603 -2.497539 -0.8 0.1 -0.2 0.065
H -3.187054 1.841589 5.011950 -0.1 0.0 0.0 0.087
H -1.540447 -5.894068 -6.542011 1.0 -0.3 -0.6 0.069
H 1.425391 -0.707864 -3.263583 -0.6 -1.0 -0.1 0.105
H 2.288412 -2.906268 -6.264474 0.2 0.8 1.2 0.085
H -3.871049 0.239738 5.186684 0.0 0.1 0.0 0.108
H -3.801533 5.292715 -0.282919 0.0 0.0 0.0 0.081
H -3.510493 6.537258 -2.532825 0.0 0.0 0.0 0.110
H 0.543065 -1.709623 -6.870360 -0.6 -0.2 1.3 0.102
H 0.099329 5.540740 -1.708272 0.0 0.0 0.0 0.097
C -5.181864 1.613053 4.187797 0.0 0.0 0.1 -0.223
C 4.246226 1.170160 -0.373809 1.2 -0.1 -2.1 -0.265
H 2.614295 -4.153839 -2.645482 1.0 -0.6 1.1 0.076
H 2.624784 2.637382 5.666646 0.0 0.0 0.0 0.066
H -1.009212 1.984496 -0.947459 -1.2 -0.4 0.7 0.120
F 4.577957 0.645453 1.920536 -1.0 -1.0 -2.0 0.065
H -0.932005 -2.473637 -2.252248 1.4 0.1 0.4 0.154
H -1.231610 6.952416 -0.525113 0.0 0.0 0.0 0.100
H 0.305890 -5.899948 -6.815276 -1.3 -0.4 -0.4 0.088
C 4.236066 0.009479 0.705173 1.6 0.2 1.5 -0.346
C -4.439318 4.053991 3.791875 -0.2 0.0 -0.1 -0.273
H -6.014322 4.896140 5.021305 0.0 0.0 0.0 0.075
H -2.168919 4.611295 -0.390293 -0.1 0.0 0.0 0.050
H 2.634575 0.360595 6.758426 0.0 0.0 0.0 0.099
H -0.138057 0.358681 9.431205 0.0 -0.1 0.0 0.068
C -0.833417 -4.752036 -8.302778 -0.1 0.5 -0.6 -0.313
H -1.830240 -5.367078 -10.253412 1.0 0.1 0.6 0.078
F 5.223669 -0.945339 0.560261 -1.7 1.5 -0.4 0.093
```
Positions in Å, forces in eV/Å.

Results
E_HOMO in eV: -8.03
2S+1: 1
SMILES string: C#C[C@@]1(S(=O)(=O)C(F)(F)C(F)(F)C(F)(F)F)[C@@](CCCC(=O)O)(CC[C@H](C)CCC=C(C)C)OS(=O)(=O)[C@H](C=C)[C@@]1(C)CCN.CCCCCC.CCCCCC.CCCCCC
Electronic energy in eV: -105534.4999
Gap between HOMO and LUMO in eV: 6.548